1.
The following is a quantum chemistry calculation of C46H47AuN4O2Si as an isolated structure, from the OMol25 dataset.

CARTESIAN COORDINATES (ANGSTROEM)
1 Au 0.92 -0.56 -1.00
2 C -0.82 6.23 4.40
3 O -0.54 6.12 3.03
4 C -1.55 5.77 2.19
5 C -1.23 5.73 0.83
6 C -2.16 5.35 -0.09
7 C -3.47 5.02 0.31
8 C -3.80 5.11 1.66
9 C -2.85 5.46 2.59
10 N -4.43 4.67 -0.62
11 N -4.19 3.98 -1.63
12 C -3.14 3.15 -1.81
13 C -2.58 3.06 -3.10
14 C -1.43 2.37 -3.34
15 C -0.73 1.69 -2.30
16 O 0.38 1.11 -2.50
17 C -1.38 1.65 -1.01
18 N -0.80 0.91 -0.06
19 C -1.34 0.80 1.13
20 C -2.55 1.40 1.45
21 C -3.18 2.16 0.49
22 C -2.58 2.35 -0.76
23 H 0.10 6.56 4.87
24 H -1.12 5.27 4.83
25 H -1.61 6.97 4.59
26 H -0.22 5.99 0.54
27 H -1.91 5.33 -1.14
28 H -4.80 4.85 1.98
29 H -3.12 5.48 3.63
30 H -3.04 3.65 -3.88
31 H -0.99 2.35 -4.32
32 H -0.79 0.21 1.84
33 H -2.99 1.26 2.42
34 H -4.15 2.59 0.70
35 C 2.62 3.48 1.49
36 C 2.73 2.09 2.04
37 C 3.19 1.88 3.34
38 C 3.30 0.59 3.83
39 C 3.77 0.34 5.24
40 C 2.98 -0.49 3.03
41 C 2.49 -0.34 1.71
42 C 2.39 1.00 1.26
43 N 2.11 -1.29 0.83
44 C 2.23 -2.73 0.88
45 C 0.82 -3.34 0.79
46 C 0.89 -4.85 0.63
47 C 1.57 -5.46 1.85
48 C 2.99 -4.90 1.94
49 C 3.79 -5.26 0.70
50 C 3.09 -4.66 -0.52
51 C 1.68 -5.23 -0.63
52 C 3.01 -3.14 -0.38
53 C 2.92 -3.37 2.09
54 H 3.05 4.20 2.18
55 H 1.58 3.75 1.33
56 H 3.14 3.57 0.54
57 H 3.45 2.73 3.95
58 H 4.05 1.26 5.74
59 H 4.64 -0.32 5.25
60 H 2.99 -0.14 5.83
61 H 3.09 -1.46 3.49
62 H 2.03 1.16 0.26
63 H 0.31 -2.89 -0.06
64 H 0.26 -3.09 1.69
65 H -0.14 -5.24 0.55
66 H 1.60 -6.55 1.75
67 H 1.01 -5.22 2.76
68 H 3.48 -5.31 2.83
69 H 3.85 -6.35 0.60
70 H 4.81 -4.87 0.78
71 H 3.65 -4.91 -1.43
72 H 1.71 -6.31 -0.73
73 H 1.18 -4.83 -1.51
74 H 2.51 -2.72 -1.26
75 H 4.01 -2.71 -0.34
76 H 3.93 -2.98 2.20
77 H 2.35 -3.16 3.00
78 C -0.14 -1.62 -7.22
79 C 0.45 -0.64 -6.44
80 C 0.36 -0.69 -5.06
81 C -0.30 -1.74 -4.43
82 C -0.88 -2.72 -5.22
83 C -0.82 -2.66 -6.60
84 Si -0.44 -1.91 -2.54
85 C -2.18 -1.52 -1.89
86 C -2.65 -2.10 -0.71
87 C -3.88 -1.77 -0.19
88 C -4.68 -0.84 -0.84
89 C -4.23 -0.26 -2.01
90 C -2.99 -0.59 -2.53
91 H -0.09 -1.57 -8.30
92 H 0.98 0.17 -6.91
93 H 0.80 0.09 -4.46
94 H -1.39 -3.55 -4.75
95 H -1.31 -3.41 -7.20
96 H -0.26 -3.37 -2.33
97 H -2.04 -2.83 -0.20
98 H -4.22 -2.22 0.73
99 H -5.65 -0.60 -0.43
100 H -4.85 0.48 -2.51
101 H -2.65 -0.14 -3.45

Its charge is 0. The total energy comes out at -2575.6690 Ha. Its HOMO energy (alpha / beta) is -6.482 / -6.627 eV. Its maximum force is 0.05359 hartree/bohr. The LUMO energy (alpha / beta) comes out at -2.51 / -2.46 eV. The frontier orbital gap (alpha / beta) is 0.14603 / 0.15301 Eh.

=====

2.
The following is a quantum chemistry calculation of C46H47CeN8O4S as an isolated structure, from the OMol25 dataset.

CARTESIAN COORDINATES (ANGSTROEM)
1 Ce -0.42 0.72 0.62
2 C 4.91 4.62 -0.52
3 C 3.89 3.79 0.22
4 C 4.17 2.46 0.59
5 C 3.25 1.66 1.38
6 C 3.53 0.35 1.76
7 N 4.64 -0.31 1.39
8 C 4.72 -1.52 0.61
9 C 3.40 -1.93 -0.04
10 C 2.51 -2.89 0.81
11 N 1.11 -3.00 0.37
12 C 0.24 -3.79 1.00
13 C -1.16 -3.61 1.04
14 C -2.09 -4.64 1.34
15 C -3.43 -4.34 1.54
16 C -4.39 -5.31 2.09
17 C -3.93 -3.06 1.20
18 C -3.09 -2.00 0.85
19 C -3.65 -0.66 0.64
20 N -2.98 0.49 0.57
21 C -3.76 1.70 0.42
22 C -3.30 3.01 1.11
23 C -2.04 3.69 0.55
24 N -0.81 3.13 1.09
25 C 0.23 3.95 1.10
26 C 1.62 3.55 1.19
27 C 2.61 4.33 0.55
28 C 1.92 2.20 1.61
29 O 1.04 1.46 2.21
30 C -1.69 -2.30 0.67
31 O -0.97 -1.48 -0.02
32 H 5.85 4.09 -0.56
33 H 5.13 5.58 -0.03
34 H 4.59 4.71 -1.57
35 H 5.14 2.08 0.24
36 H 2.79 -0.24 2.33
37 H 5.58 0.11 1.50
38 H 5.10 -2.33 1.28
39 H 5.50 -1.40 -0.16
40 H 3.69 -2.31 -1.05
41 H 2.81 -1.02 -0.26
42 H 2.48 -2.46 1.81
43 H 3.01 -3.89 0.81
44 H 0.89 -2.57 -0.56
45 H 0.65 -4.58 1.56
46 H -1.72 -5.65 1.42
47 H -4.54 -6.18 1.43
48 H -5.36 -4.86 2.33
49 H -3.96 -5.74 3.02
50 H -4.98 -2.84 1.34
51 H -4.75 -0.60 0.54
52 H -4.82 1.55 0.75
53 H -3.77 1.98 -0.62
54 H -3.16 2.85 2.21
55 H -4.13 3.68 0.93
56 H -2.11 4.76 0.84
57 H -2.08 3.61 -0.56
58 H 0.10 5.02 0.92
59 H 2.47 5.39 0.27
60 N -0.86 1.21 4.49
61 C -1.38 0.04 4.09
62 S -0.56 -1.10 3.05
63 N -2.61 -0.34 4.56
64 C -3.58 0.48 5.23
65 C -4.89 0.49 4.66
66 C -5.80 1.33 5.21
67 C -5.45 2.14 6.29
68 C -4.21 2.10 6.85
69 C -3.27 1.20 6.40
70 H -0.02 1.51 4.02
71 H -1.41 1.89 5.00
72 H -2.88 -1.21 4.14
73 H -5.11 -0.22 3.86
74 H -6.79 1.43 4.83
75 H -6.16 2.88 6.62
76 H -3.95 2.79 7.70
77 H -2.33 0.93 6.90
78 O 0.58 2.41 -1.57
79 C 0.73 1.36 -2.25
80 N 1.05 1.28 -3.56
81 C 1.18 -0.12 -4.02
82 C 0.80 -0.83 -2.63
83 O 0.85 -2.05 -2.49
84 N 0.60 0.13 -1.67
85 C 2.65 -0.57 -4.26
86 C 2.85 -1.85 -4.86
87 C 4.12 -2.41 -4.87
88 C 5.20 -1.71 -4.35
89 C 5.01 -0.45 -3.82
90 C 3.75 0.12 -3.84
91 C 0.22 -0.46 -5.21
92 C 0.59 0.09 -6.42
93 C -0.26 0.05 -7.50
94 C -1.41 -0.72 -7.49
95 C -1.71 -1.37 -6.31
96 C -0.92 -1.28 -5.16
97 H 1.24 2.05 -4.18
98 H 2.04 -2.43 -5.26
99 H 4.26 -3.36 -5.35
100 H 6.18 -2.21 -4.35
101 H 5.82 0.16 -3.41
102 H 3.61 1.13 -3.38
103 H 1.55 0.62 -6.49
104 H 0.06 0.55 -8.40
105 H -2.07 -0.75 -8.35
106 H -2.57 -2.03 -6.26
107 H -1.23 -1.88 -4.28

Its charge is +2. The total energy comes out at -3393.0868 Ha. The calculation puts the energy above the lowest of the compared OMol25 structures with the same formula, charge and spin at 132.1 kJ/mol. Its HOMO energy (alpha / beta) is -12.501 / -12.498 eV. Its maximum force is 0.05283 hartree/bohr. The expectation value of S² is 0.75. The LUMO energy (alpha / beta) comes out at -6.75 / -6.75 eV. The frontier orbital gap (alpha / beta) is 0.21129 / 0.21123 Eh. As for the multiplicity: 2.

=====

3.
The following is a quantum chemistry calculation of C46H48AsN3ORh as an isolated structure, from the OMol25 dataset.

CARTESIAN COORDINATES (ANGSTROEM)
1 Rh 0.00 -0.42 -0.33
2 N -3.77 1.04 2.36
3 N -0.32 1.86 1.46
4 C 1.04 -0.62 -2.07
5 C -0.01 0.35 -2.20
6 C -1.25 -0.33 -1.93
7 C -2.61 0.29 -1.93
8 H -2.66 1.10 -2.66
9 H -2.84 0.71 -0.94
10 H -3.36 -0.47 -2.16
11 C -0.95 -1.69 -1.61
12 C -1.97 -2.71 -1.23
13 H -2.87 -2.62 -1.85
14 H -2.27 -2.53 -0.19
15 H -1.55 -3.72 -1.29
16 C 0.47 -1.87 -1.66
17 C 1.21 -3.11 -1.29
18 H 0.86 -3.48 -0.32
19 H 2.28 -2.90 -1.23
20 H 1.06 -3.92 -2.02
21 C 0.15 1.80 -2.54
22 H -0.28 2.02 -3.52
23 H 1.21 2.06 -2.56
24 H -0.36 2.43 -1.80
25 C 2.48 -0.36 -2.39
26 H 3.10 -1.18 -2.04
27 H 2.78 0.57 -1.87
28 H 2.65 -0.20 -3.46
29 C -4.52 0.67 3.38
30 H -5.53 0.33 3.14
31 C -4.07 0.63 4.72
32 H -4.78 0.29 5.47
33 C -2.76 0.97 4.99
34 H -2.39 0.94 6.02
35 C -1.94 1.36 3.95
36 H -0.90 1.66 4.12
37 C -2.46 1.34 2.61
38 C -1.75 1.58 1.44
39 H -2.24 1.81 0.49
40 C 0.61 1.16 0.75
41 C 0.32 2.87 2.20
42 H -0.24 3.52 2.86
43 C 1.61 2.85 1.85
44 H 2.42 3.49 2.18
45 N 1.80 1.77 0.98
46 C 3.06 1.50 0.35
47 C 3.59 2.48 -0.51
48 C 4.81 2.19 -1.13
49 H 5.24 2.92 -1.83
50 C 5.50 1.01 -0.87
51 C 6.83 0.76 -1.50
52 H 6.99 -0.31 -1.64
53 H 7.63 1.15 -0.85
54 H 6.89 1.27 -2.47
55 C 4.98 0.08 0.03
56 H 5.56 -0.83 0.25
57 C 3.73 0.29 0.63
58 C 3.19 -0.74 1.57
59 H 2.99 -0.31 2.57
60 H 3.93 -1.55 1.69
61 H 2.27 -1.22 1.20
62 C 2.89 3.77 -0.80
63 H 2.86 4.44 0.06
64 H 1.86 3.63 -1.18
65 H 3.44 4.29 -1.60
66 O -0.96 -1.31 1.81
67 As -1.89 -2.58 2.47
68 C -1.58 -4.33 1.67
69 C -0.29 -4.87 1.74
70 C -0.06 -6.17 1.26
71 C -1.11 -6.92 0.72
72 C -2.40 -6.38 0.67
73 C -2.64 -5.09 1.16
74 C -1.52 -2.76 4.36
75 C -0.69 -1.82 4.99
76 C -0.35 -1.99 6.33
77 C -0.79 -3.13 7.03
78 C -1.63 -4.05 6.40
79 C -2.01 -3.86 5.07
80 C -3.78 -2.21 2.26
81 C -4.68 -2.68 3.22
82 C -6.05 -2.62 2.96
83 C -6.51 -2.08 1.75
84 C -5.61 -1.49 0.86
85 C -4.24 -1.52 1.14
86 H 0.52 -4.28 2.18
87 H 0.95 -6.59 1.32
88 H -0.92 -7.93 0.35
89 H -3.22 -6.96 0.24
90 H -3.66 -4.67 1.15
91 H -0.33 -0.96 4.42
92 H 0.27 -1.24 6.83
93 H -0.47 -3.29 8.06
94 H -1.99 -4.93 6.95
95 H -2.68 -4.58 4.58
96 H -4.31 -3.07 4.17
97 H -6.76 -3.00 3.70
98 H -7.58 -2.10 1.52
99 H -5.96 -1.00 -0.06
100 H -3.53 -0.97 0.51

Its charge is -1. The total energy comes out at -4367.2978 Ha. The calculation puts the energy above the lowest of the compared OMol25 structures with the same formula, charge and spin at 0.0 kJ/mol. Its HOMO energy (alpha / beta) is -0.198 / -4.928 eV. Its maximum force is 0.11793 hartree/bohr. The expectation value of S² is 6.07. The LUMO energy (alpha / beta) comes out at 2.41 / 1.04 eV. The frontier orbital gap (alpha / beta) is 0.09584 / 0.21950 Eh. As for the multiplicity: 5.

=====

- Which of these has the highest maximum force?
  C46H48AsN3ORh